{
  "formula": "FNO4S",
  "method": "ωB97M-V/def2-TZVPD",
  "elements": ["O", "N", "O", "S", "O", "O", "F"],
  "positions_angstrom": [[-0.779125, -0.439426, 1.658638], [0.075398, -0.454170, 0.832873], [1.207217, -0.763834, 0.843340], [-0.087038, 0.404960, -0.764697], [0.527536, 1.778255, -0.305008], [0.500771, -0.392313, -1.732874], [-1.665623, 0.512751, -1.012967]],
  "atomic_forces_ev_per_a": [[-0.256, -0.281, 0.119], [-1.428, 0.810, -0.212], [1.882, -1.290, 0.956], [1.069, 7.508, 2.705], [-3.279, -5.647, -2.437], [0.257, -1.015, -1.604], [1.754, -0.085, 0.473]],
  "smiles": "O=[N+]([O-])S(=O)(=O)F",
  "homo_ha": -0.44537,
  "relative_energy_kcal_mol": 38.4,
  "lumo_energy_ev": -1.0,
  "gap_ha": 0.40816
}

=====

{
  "formula": "C4H12NO2",
  "method": "ωB97M-V/def2-TZVPD",
  "elements": ["O", "C", "C", "N", "C", "C", "H", "H", "H", "H", "H", "H", "H", "H", "H", "H", "H", "H", "O"],
  "positions_angstrom": [[-1.896369, 1.732107, -1.899752], [-1.847637, 0.489426, -1.982684], [-1.072695, -0.211625, -0.950522], [0.254613, 0.556989, -0.772822], [0.449987, 0.884136, 0.732019], [-0.940572, -1.655405, -1.293118], [-2.653430, 0.075235, -2.498668], [-1.648748, -0.124548, -0.004711], [1.087400, 0.114626, -0.973737], [0.209081, 1.433552, -1.398760], [-0.408024, 1.316573, 1.080714], [1.427785, 1.285331, 0.947050], [0.509007, 0.084016, 1.396359], [-0.204651, -1.911292, -2.065380], [-1.936942, -2.093632, -1.362608], [-0.592095, -2.102926, -0.259855], [3.466054, 0.414988, 3.157032], [2.885676, -0.024276, 4.561710], [2.911564, -0.263274, 3.587737]],
  "atomic_forces_ev_per_a": [[1.044, -2.180, -0.890], [-1.218, 5.761, 1.910], [1.011, -0.519, -0.556], [-2.447, 2.146, 2.051], [1.450, -0.096, -1.682], [1.516, -1.643, 3.687], [-0.924, -1.683, -1.378], [0.415, 0.202, -0.571], [1.909, -2.035, -1.308], [-0.208, -1.111, 1.499], [-1.749, 2.331, 0.554], [-0.067, 1.256, -0.504], [-0.057, -2.756, 0.095], [-0.602, 0.042, 0.012], [0.151, 0.036, -0.683], [-0.194, 0.194, -2.162], [-0.242, -0.455, 0.607], [0.167, -0.350, -1.824], [0.045, 0.859, 1.144]],
  "homo_ha": -0.53184,
  "charge": 1,
  "relative_energy_kcal_mol": 74.9,
  "lumo_energy_ev": -4.2,
  "gap_ha": 0.37734
}

=====

{
  "formula": "C5H12NO",
  "method": "ωB97M-V/def2-TZVPD",
  "elements": ["C", "C", "C", "C", "C", "N", "O", "H", "H", "H", "H", "H", "H", "H", "H", "H", "H", "H", "H"],
  "positions_angstrom": [[3.461519, 0.315046, -0.958405], [-0.014557, 0.430712, 0.806735], [-3.747408, -1.143996, 0.012851], [2.368110, 0.180273, 0.003892], [1.078283, 0.772921, -0.089225], [-2.847548, -0.178082, -0.497878], [-3.407646, 1.118251, -0.497443], [3.873331, 1.379612, -1.031957], [4.319067, -0.262991, -0.589118], [3.258974, -0.046114, -2.034844], [0.343198, -0.467093, 1.300245], [-0.293031, 1.345067, 1.504309], [-0.993457, 0.340120, 0.292906], [-3.235645, -2.073285, 0.380481], [-4.336176, -0.732499, 0.826922], [-4.391658, -1.663622, -0.752086], [2.632589, -0.457688, 0.755885], [-2.817122, 1.569079, -1.238179], [0.755582, 1.389973, -0.860882]],
  "atomic_forces_ev_per_a": [[1.717, 1.112, -2.114], [-0.718, 1.879, 1.539], [0.340, -0.341, -0.773], [-4.804, 3.262, -2.217], [4.159, -2.680, 1.131], [2.587, -2.641, -0.104], [0.441, 3.280, -2.251], [-0.622, -1.167, -0.109], [-0.083, -0.003, -0.272], [0.119, 0.556, 1.572], [-0.828, -0.049, 0.823], [0.866, -1.789, -0.764], [0.014, -0.923, -0.143], [0.338, 0.918, 0.164], [-0.735, -0.085, 0.458], [-0.793, 0.473, 0.033], [-0.139, -1.590, 2.311], [-2.160, -1.464, 2.419], [0.303, 1.251, -1.702]],
  "homo_ha": -0.01808,
  "charge": -1,
  "relative_energy_kcal_mol": 107.9,
  "lumo_energy_ev": 3.6,
  "gap_ha": 0.14974
}

=====

{
  "formula": "C5H8CsO3",
  "method": "ωB97M-V/def2-TZVPD",
  "elements": ["C", "C", "H", "H", "H", "H", "O", "C", "O", "Cs", "O", "C", "C", "H", "H", "H", "H"],
  "positions_angstrom": [[-2.532130, -1.361587, 2.403458], [-3.628841, -0.820700, 2.934772], [-2.552659, -1.826887, 1.414428], [-1.615935, -1.485355, 2.986456], [-4.548895, -0.711015, 2.355995], [-3.624981, -0.392044, 3.939478], [1.775808, -0.502482, -3.686754], [2.120399, -0.025219, -2.578807], [3.274811, -0.072670, -2.091912], [4.983539, -1.880249, -5.178238], [1.121758, 0.554389, -1.866682], [1.428171, 1.069855, -0.573559], [0.185719, 1.570364, 0.054019], [2.184508, 1.872549, -0.672872], [1.898203, 0.283425, 0.040304], [0.228441, 1.957177, 1.072433], [-0.697923, 1.770450, -0.552527]],
  "atomic_forces_ev_per_a": [[-0.448, -0.442, 0.310], [0.370, 0.226, -0.241], [0.092, 0.343, 0.242], [-0.250, 0.180, -0.241], [0.254, -0.128, 0.206], [-0.012, -0.169, -0.280], [-0.036, 0.144, -0.032], [1.248, -1.104, -1.046], [0.087, 0.228, 0.266], [-0.747, 0.453, 0.632], [-0.774, 0.452, 0.530], [0.244, -0.177, -0.229], [-0.128, 0.279, 0.009], [-0.129, -0.185, 0.078], [-0.030, 0.185, -0.113], [-0.045, -0.160, -0.291], [0.305, -0.125, 0.201]],
  "homo_ha": [-0.25707, -0.26670],
  "relative_energy_kcal_mol": 3.3,
  "lumo_energy_ev": [-1.1, -1.1],
  "spin_multiplicity": 2,
  "gap_ha": [0.21502, 0.22464]
}

=====

{
  "formula": "C3H7N3O",
  "method": "ωB97M-V/def2-TZVPD",
  "elements": ["C", "N", "C", "N", "O", "H", "H", "H", "H", "H", "H", "C", "N", "H"],
  "positions_angstrom": [[-0.591401, -1.595779, 0.609315], [-0.411301, -0.392872, 1.375354], [-0.499591, 0.782760, 0.937663], [-0.669168, 1.326651, -0.322283], [-0.748512, 0.511636, -1.477221], [-0.192344, -1.548860, -0.407610], [-1.660991, -1.828226, 0.557354], [-0.098689, -2.399410, 1.160737], [-0.256400, 1.577150, 1.638330], [0.059007, 2.066212, -0.519585], [-1.686214, 0.319345, -1.617526], [2.236438, 0.490387, -0.624627], [2.348008, -0.120454, 0.333428], [2.171158, 0.811461, -1.643328]],
  "atomic_forces_ev_per_a": [[-0.001, -0.191, -0.242], [-0.696, 0.512, 0.452], [1.242, -1.079, 0.337], [0.397, 1.799, -1.124], [0.309, -0.322, 0.306], [-0.020, -0.080, 0.135], [0.080, -0.106, -0.025], [-0.094, -0.018, -0.181], [-0.262, 0.297, 0.030], [-1.376, -1.064, 0.272], [0.109, 0.321, 0.187], [0.192, -0.458, -0.944], [0.206, 0.052, 0.607], [-0.084, 0.338, 0.188]],
  "smiles": "C/N=C\\NO.C#N",
  "homo_ha": -0.32616,
  "relative_energy_kcal_mol": 98.0,
  "lumo_energy_ev": 0.6,
  "gap_ha": 0.34993
}